Entry 1:
The following is a DFT calculation (ωB97M-V/def2-TZVPD) of a molecular structure, C15H23BN6SiTi at a distorted geometry.

Its spin multiplicity is 1. The net charge is +2. The calculation puts the HOMO-LUMO gap (spin up / spin down) at 4.8 / 4.7 eV.

CARTESIAN COORDINATES (ANGSTROEM)
Ti: 1.008 0.259 -0.115
Si: 0.806 0.252 3.554
N: 0.361 1.585 -1.406
N: 1.046 -1.037 -1.664
N: 0.874 -0.791 -3.003
N: -1.813 -0.229 -1.754
N: -1.536 -0.054 -3.098
N: 0.273 1.631 -2.766
C: 0.419 2.902 -3.174
C: -0.210 -0.092 1.911
C: -1.791 -1.938 1.366
C: 1.172 2.000 4.118
C: -1.286 -0.834 2.257
C: 0.581 3.698 -2.045
C: -0.166 -0.470 4.993
C: 2.207 -2.547 -2.842
C: -3.690 -0.490 -2.954
C: 0.520 2.866 -0.946
C: 1.591 -1.673 -3.721
C: -2.655 -0.198 -3.833
C: -3.103 -0.522 -1.674
C: 1.805 -2.186 -1.553
C: 2.540 -0.498 3.654
B: -0.061 0.327 -3.529
H: -2.127 -2.776 1.985
H: 0.444 2.753 3.791
H: 1.623 -1.604 -4.796
H: 1.126 1.907 5.220
H: 0.334 -0.105 5.907
H: 3.291 0.136 3.173
H: -4.712 -0.668 -3.199
H: -2.586 -1.623 0.696
H: 0.394 3.135 -4.233
H: -1.889 -0.906 3.205
H: -1.202 -0.102 4.977
H: -0.054 0.466 -4.730
H: -3.567 -0.714 -0.726
H: -2.585 -0.081 -4.907
H: 1.991 -2.637 -0.583
H: 2.807 -0.552 4.717
H: 0.727 4.767 -2.036
H: 2.192 2.300 3.826
H: -1.006 -2.280 0.678
H: -0.171 -1.571 4.984
H: 2.646 -1.506 3.252
H: 2.877 -3.338 -3.102
H: 0.554 3.036 0.121

---

Entry 2:
The following is a DFT calculation (ωB97M-V/def2-TZVPD) of a molecular structure, C4H5O2Yb at a distorted geometry.

Its spin multiplicity is 1. The net charge is +1. The calculation puts the HOMO-LUMO gap at 3.4 eV.

CARTESIAN COORDINATES (ANGSTROEM)
Yb: 4.688 -0.355 0.533
O: -2.932 0.611 -0.332
O: 2.664 0.032 -0.520
C: 1.341 0.004 -0.505
C: -1.614 0.678 -0.024
C: 0.557 -0.395 0.518
C: -0.911 -0.352 0.486
H: 0.866 0.343 -1.439
H: -1.456 -1.120 1.049
H: 1.038 -0.726 1.446
H: -3.108 -0.269 -0.738
H: -1.132 1.549 -0.475

---

Entry 3:
The following is a DFT calculation (ωB97M-V/def2-TZVPD) of a molecular structure, C30H25BClIN4O4Zr at a distorted geometry.

Its spin multiplicity is 1. The calculation puts the HOMO-LUMO gap at 7.8 eV.

CARTESIAN COORDINATES (ANGSTROEM)
I: -1.043 2.978 -0.494
Zr: -1.058 -0.124 -0.334
Cl: -3.598 -0.417 1.260
O: -2.955 -1.442 0.415
O: -3.583 -0.806 2.617
O: -2.667 0.741 1.054
O: -4.883 -0.088 0.786
N: -1.379 -2.791 -1.827
N: -2.834 -0.836 -2.734
N: -2.609 0.289 -2.002
N: -0.664 -2.333 -0.770
C: 2.202 -1.580 5.035
C: -4.051 -0.767 -3.277
C: -0.017 -0.759 2.087
C: 2.403 1.640 1.067
C: -0.919 -4.541 -0.547
C: 1.614 -0.503 -1.902
C: 0.288 2.961 -2.090
C: 3.255 2.664 1.457
C: 1.238 1.381 1.787
C: 1.782 3.212 3.268
C: -1.543 -4.107 -1.709
C: -3.710 1.041 -2.092
C: 0.503 -1.331 3.344
C: -0.393 -3.388 0.012
C: 1.765 -1.013 3.849
C: 2.950 3.455 2.555
C: 0.140 -2.796 5.231
C: 0.726 0.525 -1.655
C: -0.298 -2.236 4.041
C: 1.391 -2.468 5.731
C: 2.862 0.727 -3.543
C: 2.681 -0.413 -2.823
C: 2.025 1.846 -3.316
C: 0.291 0.333 1.380
C: 0.507 4.124 -2.767
C: -4.655 0.419 -2.895
C: 2.237 3.051 -4.029
C: 0.992 1.755 -2.343
C: 0.936 2.184 2.890
C: 1.489 4.162 -3.777
B: -1.726 -1.888 -3.063
H: 1.657 5.079 -4.325
H: -4.393 -1.562 -3.918
H: -0.497 -3.488 5.766
H: -1.279 -2.484 3.651
H: 0.167 -3.257 0.924
H: -2.073 -4.649 -2.474
H: 2.640 1.039 0.199
H: 1.531 3.826 4.124
H: -0.861 -1.379 1.728
H: 3.182 -1.329 5.418
H: -0.730 -1.293 -3.374
H: 3.612 4.258 2.850
H: 4.161 2.847 0.892
H: -5.635 0.776 -3.159
H: -2.164 -2.614 -3.914
H: 0.027 1.991 3.448
H: 2.403 -0.326 3.310
H: 3.020 3.075 -4.778
H: 1.495 -1.453 -1.396
H: 1.738 -2.905 6.658
H: 3.650 0.808 -4.281
H: -3.764 1.976 -1.560
H: -0.854 -5.545 -0.169
H: 3.332 -1.267 -2.969
H: -0.054 5.017 -2.525

---

Entry 4:
The following is a DFT calculation (ωB97M-V/def2-TZVPD) of a molecular structure, C41H53BrN2S4Tl.

Its spin multiplicity is 1. The net charge is +1. The calculation puts the HOMO-LUMO gap at 8.0 eV.

CARTESIAN COORDINATES (ANGSTROEM)
Tl: 0.549 0.469 0.712
Br: 2.185 3.802 -5.380
S: -2.232 -0.394 -1.585
S: -2.962 2.728 -3.305
S: -2.945 2.386 0.116
S: -2.259 3.198 3.907
N: -1.322 1.105 2.728
N: 1.183 1.183 -1.678
C: -2.405 0.678 3.494
C: 3.587 -1.137 1.603
C: 2.581 -1.565 0.528
C: -2.329 -0.051 -3.371
C: 1.816 -2.261 -1.563
C: 0.914 -3.957 1.531
C: -4.007 3.507 -0.818
C: -4.168 1.443 4.998
C: 1.047 -1.647 0.565
C: -1.176 -2.664 1.195
C: 0.710 -2.050 -0.836
C: 0.176 4.462 2.558
C: 2.604 -1.775 -3.886
C: -0.071 3.140 2.189
C: 0.511 2.778 -3.328
C: -3.056 1.695 4.200
C: 4.868 -0.615 0.932
C: 1.706 3.292 0.581
C: 2.739 -4.087 -2.945
C: 0.357 -2.046 3.038
C: 1.947 4.608 0.954
C: 0.522 -3.093 -3.530
C: -1.138 2.382 2.867
C: -4.385 3.066 -2.228
C: 1.913 -2.793 -2.972
C: 3.073 0.009 2.485
C: 1.779 2.741 -3.884
C: 4.009 -2.326 2.484
C: 0.263 1.989 -2.219
C: 2.397 1.153 -2.233
C: 1.176 5.195 1.943
C: 2.746 1.916 -3.333
C: 0.694 2.552 1.183
C: -3.950 0.891 0.228
C: -4.623 0.144 5.083
C: -3.270 1.033 -3.879
C: -3.899 -0.101 -0.943
C: -3.975 -0.887 4.393
C: 2.960 -1.933 -0.716
C: -2.871 -0.634 3.605
C: 0.302 -2.551 1.595
H: -3.174 1.049 -4.966
H: 3.790 0.209 3.284
H: -0.062 -1.041 3.136
H: -0.230 -2.710 3.675
H: -0.302 -2.203 -1.172
H: -4.986 1.178 0.421
H: 3.985 -1.965 -1.061
H: 0.003 -3.838 -2.924
H: 2.118 -0.204 2.967
H: -4.979 3.855 -2.693
H: -0.094 -2.191 -3.563
H: 4.360 -3.151 1.862
H: -5.485 -0.082 5.696
H: -5.013 2.178 -2.199
H: -4.342 -1.901 4.484
H: -1.633 -1.682 1.032
H: -1.730 -3.171 1.987
H: 5.407 -1.405 0.409
H: -4.659 2.242 5.538
H: 1.356 6.218 2.244
H: -4.314 0.792 -3.684
H: -0.408 4.923 3.345
H: -0.270 3.405 -3.734
H: 2.324 2.854 -0.193
H: 2.726 -2.193 -4.887
H: -1.301 0.198 -3.641
H: 3.749 -3.909 -2.571
H: 2.737 5.169 0.471
H: -4.537 0.216 -1.762
H: -3.602 0.392 1.133
H: 1.367 -2.035 3.437
H: 5.538 -0.216 1.695
H: 2.987 0.940 1.912
H: 3.598 -1.511 -3.514
H: -3.441 4.439 -0.856
H: 3.208 -2.700 3.117
H: 2.012 -0.861 -3.971
H: -4.916 3.708 -0.248
H: 2.268 -4.835 -2.305
H: 1.944 -3.966 1.884
H: 0.336 -4.636 2.161
H: 4.648 0.186 0.222
H: -0.719 2.001 -1.755
H: 3.743 1.860 -3.747
H: -1.311 -3.251 0.287
H: 3.118 0.489 -1.775
H: 0.899 -4.345 0.511
H: -4.294 -1.058 -0.598
H: -2.369 -1.434 3.084
H: 2.823 -4.501 -3.952
H: 4.828 -2.021 3.139
H: 0.604 -3.482 -4.547
H: -2.577 -0.983 -3.883

---

Sequential energy relative to the best compared isomer or geometry (same formula, charge and spin) output: 53.2 0.0 1.5 0.0 kcal/mol
Sequential E_tot output: -56519.59447 -39843.94936 -68241.12011 -164429.51147 eV